Record 1
ORCA calculation (the ωB97M-V functional and the def2-TZVPD basis) on a molecular structure, C13H11Cl3InN4O4.

## Properties
Charge: +1
LUMO level (eV): -4.15
DFT total energy (Eh): -2592.4374
Kohn-Sham gap (eV): 7.277
Molar mass (g mol⁻¹): 508.4

Each line ends with the Löwdin charge.
CARTESIAN COORDINATES (ANGSTROEM)
H 0.32988 -3.46467 0.06592  0.029
C 2.95763 2.75499 2.51183  -0.003
C -2.47152 -1.25192 -2.22220  -0.542
In -0.01800 -0.20442 0.02571  1.157
C -1.74937 -3.49999 -2.21279  -0.557
H 3.20549 1.70720 2.44698  0.114
N 2.77918 -2.88591 2.04048  0.213
N -0.02440 2.72646 0.54790  0.050
H 3.28398 -2.09957 2.40958  0.130
H 2.00551 6.49826 2.69166  0.115
Cl -5.15488 -3.33790 -4.26686  0.719
H 3.07944 -3.81510 2.27541  0.127
C 1.82368 3.24247 1.88779  -0.156
C 2.27080 5.45143 2.64068  -0.054
C -2.85487 -3.85687 -2.96283  -0.115
C 1.45813 4.58034 1.93712  -0.006
N 0.97312 -3.65877 0.82386  0.204
N 0.99760 2.31024 1.15432  -0.181
H 4.64894 3.28783 3.70519  0.113
C -1.52434 -2.18459 -1.79443  -0.413
O -0.43586 -1.86632 -1.06926  -0.224
O 1.42739 -1.43935 1.01855  -0.064
C 3.41664 4.98906 3.27606  -0.059
C -3.77586 -2.89151 -3.33304  -0.663
H 1.26576 -4.61177 0.95737  0.127
Cl -0.60545 -4.74295 -1.82753  0.765
O -0.67813 1.79859 -0.07401  -0.272
C -3.58865 -1.57006 -2.96892  -0.108
H 4.04430 5.67940 3.82273  0.114
H 0.56598 4.93045 1.44060  0.116
O 1.33449 1.04899 1.15459  -0.128
H -2.98831 -4.88597 -3.26303  0.114
C 3.75679 3.64716 3.21144  -0.056
H -4.29019 -0.80366 -3.26383  0.118
C 1.71231 -2.64581 1.26995  -0.570
Cl -2.19665 0.39944 -1.77125  0.845

Record 2
ORCA calculation (the ωB97M-V functional and the def2-TZVPD basis) on 3 unconnected molecules or ions with the total composition C8H20FO6PS.

## Properties
LUMO level (eV): -0.16
DFT total energy (Eh): -1607.5918
Kohn-Sham gap (eV): 9.649
Molar mass (g mol⁻¹): 294.3

Each line ends with the Löwdin charge.
CARTESIAN COORDINATES (ANGSTROEM)
H -5.17688 1.71867 0.98258  -0.071
C -2.25893 -2.72507 1.64647  -0.524
H -0.59352 -2.98389 4.21132  0.069
O -2.35527 -3.90636 2.28582  0.002
O 1.97663 2.44489 -4.07331  0.001
H 2.40502 0.67999 -3.05155  0.110
H 0.75976 1.29531 -2.97356  0.114
H -0.35865 -4.49377 2.19168  0.111
H 1.45720 3.16743 -1.53115  0.083
H -0.05584 -2.54232 1.75796  0.078
S -1.31023 1.79156 0.60148  0.486
H 4.28279 1.20889 -3.42584  0.068
H -1.01184 -1.24805 2.47509  0.085
H 4.80834 2.88686 -3.30969  0.093
C -1.21583 -4.56036 2.86237  -0.233
H -3.55476 2.92497 1.62489  -0.023
H -3.70933 1.92329 -0.53992  -0.020
H -1.75971 -4.12669 4.89580  0.083
H -1.51216 -5.60654 2.91029  0.122
C -0.89251 -4.03116 4.24295  -0.063
F -0.78235 3.33716 0.72426  -0.289
O -3.25115 -2.27567 1.13010  0.080
C 4.42539 2.12516 -3.99098  0.008
C 2.09648 2.29058 -1.62846  -0.069
P -3.76304 1.78374 0.85018  0.785
O -0.89336 1.40495 -0.72991  -0.392
C 3.17659 2.67448 -4.63892  -0.535
H 1.86748 1.62014 -0.79998  0.075
H -0.07109 -4.60504 4.67448  0.082
C 1.80731 1.58525 -2.93340  -0.230
C -0.96555 -1.95959 1.64950  0.005
O -0.71915 1.11964 1.73976  -0.397
H -3.44988 0.53163 1.39332  -0.031
H -0.92498 -1.37501 0.73537  0.079
H 3.13670 2.60621 -1.54735  0.068
H 5.16159 1.97643 -4.77552  0.088
O 3.22474 3.34232 -5.63614  0.099

Record 3
ORCA calculation (the ωB97M-V functional and the def2-TZVPD basis) on 2 unconnected molecules or ions with the total composition C4H12S2.

## Properties
LUMO level (eV): 0.74
DFT total energy (Eh): -955.9237
Kohn-Sham gap (eV): 9.789
Molar mass (g mol⁻¹): 124.3

Each line ends with the Löwdin charge.
CARTESIAN COORDINATES (ANGSTROEM)
C 0.32925 -1.36140 1.47941  -0.601
H 0.63500 -2.44347 1.34884  0.073
H 1.76469 1.28450 -2.39432  0.077
C -1.08635 -1.11510 2.16560  -0.188
H 1.48964 2.18712 -0.93226  0.114
C -0.34226 1.18213 -1.91500  -0.580
C 1.10367 1.22171 -1.48241  -0.231
H -0.67717 2.09498 -2.53476  0.080
S -0.67039 -0.34811 -3.04473  0.612
H -1.27127 -0.00030 2.29409  0.074
H -0.94615 1.16377 -0.91792  0.086
H -1.86618 -1.54655 1.54980  0.047
H 1.38394 0.36759 -0.92509  0.016
H 1.29267 0.69455 2.33777  -0.177
S 1.67095 -0.56485 2.47221  0.640
H 0.25109 -0.84298 0.42104  0.061
H -1.04737 -1.59938 3.19493  0.076
H -2.01377 -0.37420 -3.11722  -0.179

Record 4
ORCA calculation (the ωB97M-V functional and the def2-TZVPD basis) on a single C3H9NS2 molecule.

## Properties
LUMO level (eV): 0.01
DFT total energy (Eh): -970.7736
Kohn-Sham gap (eV): 8.933
Molar mass (g mol⁻¹): 123.2

Each line ends with the Löwdin charge.
CARTESIAN COORDINATES (ANGSTROEM)
N 1.06829 2.70413 -0.51802  0.014
C -0.29154 0.74199 0.08600  -0.583
H 1.25235 3.46021 0.13865  0.070
H 1.58656 1.23686 0.98352  0.143
H -0.84309 0.58380 -0.93595  0.091
H -2.23588 -2.27813 -0.33853  -0.303
H 0.30894 3.02000 -1.10819  0.070
S -0.88648 -0.58302 1.25512  0.467
H -0.89310 1.54071 0.40086  0.013
H 3.13532 0.63032 -1.20544  0.111
H 1.52295 0.46595 -1.95264  0.050
C 1.98686 0.52402 -1.00473  -0.115
C 1.17002 1.30651 -0.05403  -0.501
H 1.95614 -0.58482 -0.61506  0.101
S -1.01728 -2.06942 -0.37416  0.372

Record 5
ORCA calculation (the ωB97M-V functional and the def2-TZVPD basis) on a gas-phase ion, C17H30N3 (charge +1).

## Properties
Charge: +1
LUMO level (eV): -1.97
DFT total energy (Eh): -829.7763
Kohn-Sham gap (eV): 10.021
Molar mass (g mol⁻¹): 276.4

Each line ends with the Löwdin charge.
CARTESIAN COORDINATES (ANGSTROEM)
C -0.65647 3.19047 2.10650  -0.080
H -3.63693 -0.57506 -0.13830  0.103
C 1.70509 -1.64500 -3.72711  -0.258
C -1.97526 1.12782 -2.02598  -0.053
H 0.20222 0.82718 0.67367  0.153
C -0.60710 -1.41456 2.91609  -0.122
H 2.35880 0.40424 -3.79783  0.130
H -1.18225 1.88192 -2.18210  0.084
H 2.41726 -1.43238 -5.76604  0.087
H -3.03117 0.62347 1.05450  0.056
N -0.12207 -0.15060 0.86074  0.018
H 2.36323 -3.09289 -5.17414  0.077
C 0.05976 -2.16771 -2.00291  -0.036
C 0.87721 -2.56437 -3.06449  -0.020
H -0.85334 3.60724 3.10265  0.095
H -2.93566 1.65601 -2.05398  0.083
H -0.25863 1.29891 4.03022  0.157
C -3.16543 0.41943 -0.01968  -0.056
H 1.49151 3.15837 3.65276  0.098
H -1.83861 0.32573 2.20017  0.118
C 1.73010 -0.32591 -3.24412  -0.019
H 0.93794 1.15388 -1.89014  0.116
H 1.90068 3.64410 1.99826  0.092
H -1.60261 2.82842 1.70648  0.079
C 0.09428 -0.85898 -1.50893  -0.216
C 0.92844 0.08429 -2.15282  -0.031
H 1.79924 -0.52927 1.70869  0.129
H 2.43395 2.07654 2.60857  0.088
H -0.63175 -2.89203 -1.56248  0.119
H 1.21457 -2.63522 2.63304  0.126
C -0.79252 -0.02110 2.28617  -0.188
H 0.85370 -3.60182 -3.42404  0.122
H -1.97403 0.43119 -2.88247  0.102
C 2.57676 -2.06387 -4.88938  -0.041
C 0.41838 -2.15787 2.04415  -0.135
H -0.12568 -2.96305 1.52798  0.117
H 3.63677 -2.00039 -4.62763  0.090
H -0.22429 -1.27265 3.94112  0.123
C 0.10789 1.00709 3.00327  -0.158
H -1.52006 -1.49703 -0.08540  0.164
H -0.31824 4.01271 1.47195  0.094
H -1.58363 -1.92174 3.01632  0.125
N -1.87828 0.47720 -0.71623  -0.198
H 1.09570 0.51281 3.14541  0.114
N 0.38867 2.18217 2.14684  -0.293
C 1.04027 -1.09522 1.13669  -0.090
H -3.83004 1.18966 -0.43195  0.091
C -0.97765 -0.56678 -0.43444  -0.188
H 1.47474 -1.47455 0.20908  0.121
C 1.61454 2.79918 2.62127  -0.092

Record 6
ORCA calculation (the ωB97M-V functional and the def2-TZVPD basis) on 2 unconnected molecules or ions with the total composition C2H10N2O.

## Properties
LUMO level (eV): 0.96
DFT total energy (Eh): -266.9230
Kohn-Sham gap (eV): 9.934
Molar mass (g mol⁻¹): 78.1

Each line ends with the Löwdin charge.
CARTESIAN COORDINATES (ANGSTROEM)
N 0.52922 1.59367 -1.60118  -0.001
N -0.29901 -0.01148 0.03170  -0.115
H 1.85045 -1.17719 4.06151  0.035
O 1.40478 -1.30385 3.20976  -0.073
H -1.97214 -0.67964 -1.15607  0.066
H -1.06370 -1.93133 -0.33308  0.073
H 0.37979 1.28389 -2.54144  0.053
H 1.96950 -1.89586 2.69785  0.033
C -0.96629 -0.96890 -0.84019  -0.163
H -0.77874 0.03733 0.90850  0.081
H 1.46462 1.29524 -1.35581  0.070
H -1.44086 1.47046 -0.96156  0.102
H -0.40850 -1.13615 -1.76313  0.068
H -0.23556 2.07483 0.21444  0.105
C -0.43358 1.34897 -0.57130  -0.333